A single C13H15ClN4S molecule in a non-equilibrium geometry, computed with ωB97M-V with the def2-TZVPD basis set.

Summary:
Gap between HOMO and LUMO: 0.27116 Eh
Energy: -1581.708062 Eh
SMILES string: CCSc1ncc(C/N=N/c2ccc(Cl)cc2)n1C
Highest occupied orbital energy: -7.7 eV
ΔE to the lowest compared entry with this formula, charge and spin: 0.0 kcal/mol

Cartesian coordinates (Å):
C 5.121 0.132 -3.206
C 4.629 0.778 -1.904
S 3.830 -0.415 -0.818
C 2.687 0.565 0.117
N 2.693 1.870 -0.023
C 1.593 2.262 0.681
C 0.926 1.219 1.259
C -0.345 1.390 2.040
N -1.408 0.910 1.137
N -2.194 -0.039 1.559
C -3.315 -0.465 0.777
C -3.406 -0.242 -0.578
C -4.487 -0.800 -1.309
C -5.460 -1.556 -0.631
Cl -6.778 -2.366 -1.430
C -5.369 -1.764 0.726
C -4.311 -1.188 1.425
N 1.706 0.112 1.033
C 1.518 -1.223 1.653
H 4.356 -0.569 -3.583
H 6.052 -0.378 -3.058
H 5.298 0.913 -3.965
H 5.443 1.292 -1.358
H 3.884 1.505 -2.237
H 1.287 3.326 0.752
H -0.285 0.850 2.983
H -0.493 2.468 2.248
H -2.656 0.382 -1.092
H -4.524 -0.693 -2.412
H -6.165 -2.319 1.223
H -4.234 -1.310 2.517
H 0.434 -1.444 1.758
H 1.964 -1.186 2.625
H 2.009 -2.018 1.090

natural (NBO) population analysis, charges in e, atoms 1 to 5: C -0.612; C -0.522; S 0.224; C 0.213; N -0.493

=====

A molecular structure, C13H15CrN2O7S in a non-equilibrium geometry, computed with ωB97M-V with the def2-TZVPD basis set.

Summary:
Gap between HOMO and LUMO (alpha / beta): 0.20913 / 0.21505 Eh
Energy: -2583.345157 Eh
Multiplicity: 4
Highest occupied orbital energy (alpha / beta): -0.8 / -1.0 eV
Total charge: -2
ΔE to the lowest compared entry with this formula, charge and spin: 0.0 kcal/mol

Cartesian coordinates (Å):
Cr -0.653 0.460 0.497
O -3.658 -3.980 -2.762
C -3.131 -3.067 -2.165
C -1.646 -2.843 -2.040
O -0.706 -3.454 -2.531
C -1.498 -1.697 -1.114
C -2.779 -1.182 -0.681
O -2.695 -0.117 0.056
C -3.839 -2.031 -1.195
O -4.986 -2.039 -0.779
O -0.411 -1.066 -0.786
N -0.829 -0.952 1.967
C -1.784 -0.760 3.070
C -1.417 0.541 3.707
C -1.575 1.841 2.868
O -1.803 2.937 3.401
O -1.356 1.797 1.636
H -0.933 -1.846 1.535
H 0.153 -0.948 2.350
H -1.613 -1.494 3.886
H -2.792 -0.826 2.737
H -0.332 0.512 4.042
H -1.982 0.622 4.630
C 2.770 2.491 -2.153
C 2.704 1.179 -1.337
C 3.992 0.969 -0.625
C 2.248 0.017 -2.229
C 1.478 1.402 -0.414
N 1.305 0.889 0.785
H 3.694 2.570 -2.685
H 2.695 3.405 -1.519
H 1.933 2.535 -2.847
H 4.864 1.214 -1.223
H 4.099 -0.092 -0.249
H 4.023 1.596 0.304
H 3.013 -0.226 -2.979
H 1.283 0.298 -2.707
H 2.094 -0.864 -1.552
S 0.071 2.210 -0.898

natural (NBO) population analysis, charges in e, atoms 1 to 5: Cr 1.076; O -0.579; C 0.380; C 0.342; O -0.604

=====

A molecular structure, C13H15CuN9O3S2 in a non-equilibrium geometry, computed with ωB97M-V with the def2-TZVPD basis set.

Summary:
Gap between HOMO and LUMO (alpha / beta): 0.30132 / 0.23329 Eh
Energy: -3659.650715 Eh
Multiplicity: 2
Highest occupied orbital energy (alpha / beta): -8.4 / -8.4 eV
ΔE to the lowest compared entry with this formula, charge and spin: 10.2 kcal/mol

Cartesian coordinates (Å):
Cu 1.734 0.263 -0.781
C -2.823 -1.426 3.361
C -2.110 -1.362 2.021
O -2.474 -0.662 1.070
N -0.938 -2.050 1.917
C -0.034 -1.554 0.922
C -0.282 -1.928 -0.519
C -1.214 -2.879 -0.936
C -1.355 -3.146 -2.273
C -0.665 -2.362 -3.188
C 0.165 -1.411 -2.695
N 0.350 -1.182 -1.397
H -3.727 -0.902 3.228
H -2.143 -1.037 4.106
H -3.038 -2.495 3.641
H -0.529 -2.275 2.846
H 0.972 -1.916 1.206
H 0.078 -0.448 0.922
H -1.729 -3.428 -0.156
H -1.985 -3.889 -2.629
H -0.596 -2.519 -4.242
H 0.616 -0.723 -3.406
S 1.963 2.925 1.994
C 2.314 1.287 2.149
S 3.253 0.879 0.750
C 1.827 0.400 3.115
C 2.221 -0.977 3.120
N 2.641 -2.057 3.199
C 0.795 0.714 4.059
N 0.001 0.800 4.893
N -0.637 1.878 -0.231
N -0.380 2.914 -1.142
C 0.469 2.924 -2.183
N 0.471 4.054 -2.926
N 1.214 1.807 -2.284
N 2.215 1.791 -3.225
O 2.760 0.697 -3.338
O 2.496 2.775 -3.877
H -1.614 1.585 -0.279
H -0.404 2.260 0.657
H -0.834 3.838 -0.921
H -0.201 4.754 -2.895
H 1.157 4.084 -3.654

natural (NBO) population analysis, charges in e, atoms 1 to 5: Cu 0.798; C -0.713; C 0.696; O -0.649; N -0.625

=====

A gas-phase ion, C13H15F10N2O7S2 (charge -1) in a non-equilibrium geometry, computed with ωB97M-V with the def2-TZVPD basis set.

Summary:
Gap between HOMO and LUMO: 0.30379 Eh
Energy: -2935.605213 Eh
SMILES string: [H]/N=C(/C)C[C@@](C(=O)[O-])(N(COCCC)S(=O)(=O)C(F)(F)C(F)(F)C(F)(F)C(F)(F)F)S(=O)(=O)F
Highest occupied orbital energy: -5.6 eV
Total charge: -1

Cartesian coordinates (Å):
H -1.286 3.105 1.714
N -0.942 2.470 2.435
C 0.202 2.037 2.104
C 0.880 1.158 3.133
C 0.973 2.406 0.842
C 0.433 2.041 -0.550
C 1.581 2.614 -1.533
O 2.144 1.812 -2.262
O 1.750 3.842 -1.395
N 0.109 0.609 -0.711
C 0.956 -0.332 -0.023
O 2.277 -0.346 -0.511
C 3.047 -1.321 0.156
C 3.087 -2.637 -0.656
C 2.291 -3.767 0.028
S -0.436 0.011 -2.144
O -0.449 0.922 -3.233
O 0.202 -1.236 -2.457
C -2.231 -0.507 -1.993
F -3.062 0.507 -1.703
F -2.511 -0.882 -3.252
C -2.566 -1.725 -1.055
F -1.486 -2.340 -0.553
F -3.220 -2.644 -1.801
C -3.550 -1.448 0.133
F -4.780 -1.167 -0.314
F -3.641 -2.643 0.770
C -3.101 -0.406 1.211
F -3.441 -0.882 2.421
F -1.793 -0.227 1.210
F -3.759 0.731 1.056
S -0.988 3.200 -0.890
O -1.156 3.461 -2.273
O -0.863 4.360 -0.066
F -2.243 2.426 -0.314
H 0.458 1.350 4.113
H 1.952 1.350 3.155
H 0.693 0.107 2.917
H 1.944 1.908 0.892
H 1.211 3.463 0.856
H 1.007 -0.133 1.044
H 0.562 -1.344 -0.108
H 4.054 -0.919 0.252
H 2.682 -1.519 1.170
H 4.118 -2.944 -0.816
H 2.625 -2.404 -1.610
H 1.260 -3.720 -0.317
H 2.285 -3.655 1.111
H 2.720 -4.742 -0.190

natural (NBO) population analysis, charges in e, atoms 1 to 5: H 0.350; N -0.631; C 0.306; C -0.672; C -0.534